# 1
ORCA calculation (wB97M-V/def2-TZVPD) on C14H40N2O7 as an isolated structure in a non-equilibrium geometry.

Element x y z (Å)
N -0.64206 -3.06657 -1.90115
O 1.44470 4.31288 -0.17856
C 1.29212 -1.46297 -1.56899
H 2.52921 -1.26868 0.64334
H -2.19548 1.75882 -2.44769
H 0.71603 -2.47427 1.27236
O -1.71525 2.85409 1.54504
H -1.55953 -3.17648 -2.30891
C -0.11411 -1.71705 -2.13526
H 1.72581 -0.17662 4.05164
H 0.21251 -1.45615 2.54214
H -3.33915 -3.60494 0.91166
H 1.95066 3.34272 -1.73259
H 3.17527 4.70782 -1.34164
N -0.32650 -0.95582 0.54245
H 0.67914 1.78692 -0.05928
H -0.03278 -1.65157 -3.22025
C -1.23298 -4.82006 -0.30803
C 2.50624 3.92062 -0.99404
H -1.59404 -2.61570 -0.10206
H 0.00965 3.71792 2.23188
H -3.21053 2.77306 -1.34461
H 3.11339 3.21299 -0.42948
H 0.06902 -3.29356 0.02131
C 0.63703 -1.42030 1.53885
C 1.99671 -0.85761 1.50099
H -3.55813 -5.31178 1.24046
C -1.80442 0.82236 -0.27172
H -1.81795 3.43773 -2.22206
H 0.65029 1.07140 -2.81403
O 1.39069 -0.10980 -1.11687
H -0.60326 -5.49057 -0.89282
H -1.85939 0.05059 -1.03948
H -1.49991 2.27429 0.81083
H 1.76668 0.20176 1.38731
H 1.49098 3.06452 -0.03560
C -0.80483 3.88661 1.52742
H 2.39128 0.98867 -2.66379
C -0.88574 0.32996 0.86199
H -1.18621 4.89740 1.67218
H 3.54601 -0.37362 4.35628
O -1.30390 2.08340 -0.74446
C -0.89848 -3.36736 -0.47528
H -2.75589 1.12995 0.16209
C -2.20520 2.55855 -1.70712
H 2.99780 0.67859 3.08483
H -0.80976 -0.91646 -1.88382
O -2.67405 -5.07121 -0.58843
H 2.04298 -1.48216 -2.35890
H -0.96153 -5.10512 0.70841
C 1.46077 0.92844 -2.09933
C 2.73567 -0.21977 3.64370
H 0.14589 -0.97288 -0.35010
H 1.93101 4.51115 0.62505
H 1.40765 1.88217 -1.57428
H -4.52536 -4.46795 0.04295
H -0.24361 1.19509 1.02725
O 2.80221 -1.24132 2.61109
C -3.51600 -4.57205 0.44101
H -1.53376 0.31005 1.73822
H -0.34758 3.95881 0.54061
H 1.49356 -2.11757 -0.72104
O 1.44651 2.18871 0.34809

Forces on atoms 1 to 6 (eV/Å):
0.175 -0.025 0.746
1.060 5.239 -0.090
0.148 0.941 -1.561
0.068 0.539 -0.013
-0.781 0.111 -0.488
0.278 -0.306 0.635

Properties
Molecular weight ... 348.5 g/mol
E_HOMO ... -8.134 eV
Orbital gap ... 8.610 eV
Calculated total energy ... -1193.22420 Eh
Energy above the lowest of the compared OMol25 structures with the same formula, charge and spin ... 104.8 kcal per mole

=====

# 2
ORCA calculation (wB97M-V/def2-TZVPD) on a 8-piece molecular cluster, C32H52F15NO12 overall in a non-equilibrium geometry.

Element x y z (Å)
C -0.07747 -0.77141 -0.84219
C 3.18991 -6.01735 3.38330
H -1.80037 -2.75463 0.65449
H -0.63603 3.18812 1.32693
F -4.49909 6.63119 -3.77913
H 0.34341 0.14516 -0.42435
O -6.26389 5.23201 -1.80376
H -7.88570 -4.41303 1.38409
C 1.78741 -4.45934 2.18394
O 2.05768 -5.34538 3.28287
H -5.63403 2.90640 -1.12953
F -3.65175 -2.67768 3.73573
H 3.56418 -3.22782 2.17030
O -5.97336 -3.73376 1.84596
F 2.62530 -2.73531 -3.71025
H 4.14520 -6.26914 -0.45117
H 4.47695 2.21189 -6.44949
C -4.83259 2.82382 -1.86552
O -6.47459 -3.31553 3.98030
C 4.87961 3.75054 -5.09085
C 0.57546 6.00402 1.65532
C 3.93469 3.07973 -6.08146
H 1.12206 -1.81786 4.90405
C -5.82449 -3.11851 3.01209
C -1.46952 -0.93234 -0.31993
O 3.37524 0.66734 -4.97536
C -4.62682 -2.15978 2.96070
H -5.00470 1.88646 -2.39610
C -6.46510 -5.85402 0.73585
H 5.20218 -6.05174 -1.87892
C -1.31589 0.13374 3.53741
C -5.61277 4.89890 -2.75123
H -7.22736 -5.24158 2.66225
H 4.48226 6.40247 0.69836
F 1.01433 -3.52706 -2.50708
H 5.48198 -4.87180 0.85952
C 1.31495 1.47445 -4.02494
H 0.18738 -0.63525 5.82171
F 0.51893 2.51817 -4.21532
C -0.07761 3.05515 0.39455
O -2.15267 -0.02016 0.07660
H -0.88757 0.90131 2.88402
C 0.67427 -0.82739 4.86788
H 2.33725 -2.93407 3.43532
H 2.16813 6.50689 -0.47565
O 2.80389 -5.56880 -2.81354
F 0.70960 0.34102 -4.36925
H -0.62859 6.96052 0.08700
C 3.17576 -7.14756 4.39656
C 2.30948 -3.27640 -2.52017
C -6.90729 -4.77258 1.72840
C -0.33719 -0.95988 3.74550
H -5.53560 -6.24365 1.15563
O 2.67720 2.74036 -5.48522
H 2.06542 -2.36392 1.71956
H 4.40176 4.65837 -4.70658
H -7.24698 -6.60334 0.66982
F 1.62886 1.42887 -2.72644
C -2.04041 -2.33513 -0.33201
H -6.23294 -5.39399 -0.22303
C 2.61150 1.56997 -4.85891
O -0.35863 -1.96736 3.06403
H -0.13805 5.38764 2.22661
N 1.28896 5.10297 0.79055
H 5.18756 3.13095 -4.25027
H 6.58476 -4.34057 -0.36485
H -3.31283 1.91735 -0.59771
H 0.66530 7.86177 0.70185
C 2.50201 -3.11129 2.37491
H 0.73068 2.40515 0.74986
H -3.22164 3.72496 -0.66217
H -0.38713 4.91480 -0.50889
H 3.72118 3.84070 -6.82530
C 3.13474 -4.55707 -2.28421
H 6.58630 -6.05255 0.01562
F 2.63143 -2.32104 -1.63262
C -5.54202 5.79117 -4.00964
H -1.62541 0.64705 4.44810
F -4.93731 -0.97291 3.52027
C -3.48535 2.81076 -1.19273
H -2.77436 2.74311 -2.02556
F 3.72154 -8.23131 3.83893
C -0.13799 7.18590 1.03321
H -0.04868 -0.63929 -1.92425
C 2.48183 5.68602 0.18901
C 5.94680 -5.17589 -0.07905
O 4.12159 -4.38342 -1.43297
H 1.34138 -0.02328 4.55650
H -1.41312 -3.00097 -0.92905
H -2.20746 -0.22586 3.02664
H 3.20566 7.31390 1.48204
H 0.54267 -1.61736 -0.55617
H 1.00726 4.18452 -1.10010
F 3.96208 -6.83575 5.44275
H -0.71775 7.80372 1.71439
F -5.32265 5.08635 -5.10876
H 5.76513 4.18265 -5.55980
O -4.93095 3.79166 -2.91550
C 3.50464 6.31426 1.16656
H 3.54027 5.67402 2.04966
O 4.18499 -5.79001 2.75770
H 2.13546 -5.03303 1.31958
F -6.59798 6.55729 -4.16231
H -3.11090 -2.34619 -0.49235
F 1.97715 -7.41013 4.89820
H 2.99479 4.97164 -0.45297
C 4.78900 -5.57473 -0.98772
F -4.13181 -1.95115 1.74468
H -0.72394 2.48688 -0.27223
C 0.49099 4.35238 -0.15325
H 1.14746 6.29999 2.54142
H 0.71252 -4.34804 2.07875

Forces on atoms 1 to 6 (eV/Å):
0.428 0.715 0.552
-0.117 1.409 -1.122
-0.426 0.299 0.274
-0.253 0.456 -0.192
0.136 -0.194 -0.469
0.054 -0.056 0.024

Properties
Molecular weight ... 927.7 g/mol
E_HOMO ... -8.249 eV
Orbital gap ... 8.717 eV
Calculated total energy ... -3706.16263 Eh
Energy above the lowest of the compared OMol25 structures with the same formula, charge and spin ... 30.3 kcal per mole
SMILES ... CCOC(=O)C(F)(F)F.CCOC(=O)C(F)(F)F.CCOC(=O)C(F)(F)F.CCOC(=O)C(F)(F)F.CCOC(=O)C(F)(F)F.CCN(CC)CC.CC(C)=O.CC(C)=O

=====

# 3
ORCA calculation (wB97M-V/def2-TZVPD) on one molecule with the formula C24H33N5O3 in a non-equilibrium geometry.

Element x y z (Å)
H 2.05431 -1.32867 3.30822
C -0.69260 4.08216 0.75750
C -4.92883 -2.56707 -1.02310
H -1.99015 -1.34945 -1.55914
C -1.61822 2.66427 -1.08638
C -1.51862 1.59404 -0.14656
C 5.93516 -0.73485 -1.29476
H -4.28537 0.55150 -0.90022
C -0.10051 3.12596 2.93466
H 0.85546 2.60796 3.02383
H -0.30387 -2.57661 -0.79795
H -0.23810 5.47680 -1.46914
H 2.76417 1.43544 -1.18404
H -2.04194 -1.82257 2.29203
H -5.72482 -2.27727 -1.72465
H -3.11747 -3.75078 -1.06303
N -1.18490 3.86858 -0.52372
H 2.90023 -2.13200 1.14875
H 6.21709 0.04288 -3.27040
H 5.41004 -1.33747 0.68756
H -4.35955 -0.54104 -2.29794
C 3.65414 0.82194 -1.21269
C -2.39821 -0.34871 -1.41224
H -1.88157 5.80428 -0.90025
H -2.13879 0.28628 -2.26266
O -4.38156 -1.41291 -0.41990
C 1.32218 -1.33773 -0.06492
N -0.40961 -2.55558 1.27671
C 4.45103 0.82238 -2.34405
H -1.63185 4.75712 -2.32911
C 3.10844 0.01374 1.10662
C -1.61748 -1.75164 1.28796
H 0.81229 -0.35949 2.50181
C 2.24114 -1.25525 1.15512
H 1.03607 -3.40071 2.46034
H 3.72699 0.04718 2.00696
C 5.13667 -0.73258 -0.16568
N -0.61668 2.98678 1.59088
C 0.45002 -2.47371 2.44035
H -4.41825 -4.35527 -2.09116
H 0.03334 4.18751 3.13212
C -3.91628 -3.45748 -1.74082
H -0.80648 2.68890 3.63939
O -2.01415 2.59639 -2.23801
N -1.80303 0.24724 -0.24377
O -0.34466 5.18571 1.11777
H 0.75086 -0.41214 -0.14610
C -3.93192 -0.40641 -1.29862
H 4.17948 1.43361 -3.19252
C 1.40219 -1.27418 2.43424
H -5.37972 -3.11583 -0.19260
H 6.82801 -1.34272 -1.32159
H -0.17653 -2.44876 3.33359
C 3.98619 0.04521 -0.11018
C 5.59355 0.04262 -2.38852
C 0.37278 -2.53546 0.05906
C -1.48799 -0.29736 0.95688
H 2.45227 0.88746 1.11308
N -1.02079 0.60494 1.80676
H -3.48639 -2.94852 -2.60097
C -1.02824 1.77331 1.13674
H 1.91695 -1.44214 -0.97482
H -2.32917 -2.20098 0.59101
C -1.23734 5.05600 -1.36085
H 0.97060 -3.45486 0.05318

Forces on atoms 1 to 6 (eV/Å):
0.064 0.020 0.071
0.063 -0.110 0.218
-0.055 -0.273 -0.098
-0.026 0.088 -0.024
0.002 -0.257 0.063
0.358 0.228 0.695

Properties
Molecular weight ... 439.6 g/mol
E_HOMO ... -8.222 eV
Orbital gap ... 8.892 eV
Calculated total energy ... -1433.89949 Eh
Energy above the lowest of the compared OMol25 structures with the same formula, charge and spin ... 35.1 kcal per mole
SMILES ... CCOCCn1c(CN2CCC(Cc3ccccc3)CC2)nc2c1c(=O)n(C)c(=O)n2C

=====

# 4
ORCA calculation (wB97M-V/def2-TZVPD) on an isolated ion of composition C27H42NO2 and charge +1 in a non-equilibrium geometry.

Element x y z (Å)
C 6.58585 -0.99040 -2.09736
C -5.44692 -1.49771 0.80056
H -6.15238 0.67258 -1.22900
H 4.02931 -1.36848 2.73644
H -3.74977 -0.22989 1.03878
C 3.77241 1.12644 0.46155
C -6.33970 -0.47476 1.50907
H 1.34007 0.07853 0.72718
H -3.88195 -0.30549 -3.18742
C -4.98382 -2.51433 1.85695
H 2.85397 -1.07503 -0.66605
O 1.25279 1.97657 -1.05134
C -4.15385 -0.85924 0.23895
C -4.11116 -0.00839 -1.05859
C -0.07737 1.59960 -1.03851
C 4.26111 -0.39462 2.30900
H 3.14228 1.20390 -0.42686
H 4.08787 0.36051 3.07165
H 4.81942 1.05108 0.16249
H 8.48621 -1.94152 -1.84752
H -7.04826 -2.82314 0.24547
H -6.81046 0.20817 0.81096
C -0.31996 0.26133 -1.33646
H -5.84109 -2.96691 2.34890
H 0.51105 -0.38121 -1.59195
H 1.84271 0.68102 2.30254
C 3.54915 -1.27195 0.15262
C 7.49664 -1.80240 -1.44219
H -1.01440 3.46883 -0.52475
H -5.17374 1.66271 -0.15190
H -4.39874 -3.31013 1.40029
C -5.16524 1.09900 -1.08047
O 2.23577 2.72167 1.52840
H -5.64267 -2.94026 -0.80815
H -1.75054 -1.27243 -1.58837
C -1.60748 -0.23174 -1.34652
C 7.12712 -2.45057 -0.27557
H 2.61074 3.42487 -1.23091
C 5.85555 -2.27718 0.24233
C 5.31426 -0.81538 -1.58050
C -4.28042 -0.85060 -2.33340
H 5.57146 -2.80940 1.13849
C 1.60713 3.31881 -0.80609
H -6.74889 -1.56715 -0.94100
H 4.60372 -0.19930 -2.11223
H 0.94417 4.01258 -1.33206
C -2.70355 0.58175 -1.06532
H 7.82551 -3.09998 0.22834
C -1.15130 2.42351 -0.75251
H 4.08304 3.22309 0.74309
H -4.97375 1.77843 -1.90910
N 3.40099 -0.14672 1.14082
C -6.26651 -2.24908 -0.24764
H 0.60776 3.74850 1.08231
H 2.11510 4.65899 0.79930
H 4.07120 2.32834 2.26401
H 1.72093 -1.06907 2.02437
H -3.43867 -1.67258 0.09022
C 1.62387 3.68312 0.69008
C 4.94032 -1.44725 -0.39799
H -5.32720 -1.05428 -2.52952
H 6.86158 -0.49910 -3.01718
C 1.99248 -0.11488 1.57705
C 3.58565 2.41169 1.28651
H -3.76345 -1.80321 -2.26318
H -4.37335 -2.03054 2.61694
H -7.13061 -0.99164 2.04838
H 5.30903 -0.37710 2.01493
H -5.76568 0.10557 2.22853
H 3.23779 -2.18890 0.65781
H -3.24337 2.59103 -0.53965
C -2.43977 1.91164 -0.76808

Forces on atoms 1 to 6 (eV/Å):
0.006 0.046 -0.045
0.059 -0.082 0.076
-0.108 -0.026 0.029
-0.085 -0.003 -0.094
0.059 -0.046 0.054
0.111 1.080 -0.219

Properties
Molecular weight ... 412.6 g/mol
E_HOMO ... -10.866 eV
Orbital gap ... 8.812 eV
Calculated total energy ... -1259.01163 Eh
Energy above the lowest of the compared OMol25 structures with the same formula, charge and spin ... 7.0 kcal per mole
Total charge ... +1
SMILES ... CC(C)(C)CC(C)(C)c1ccc(OCCOCC[N+](C)(C)Cc2ccccc2)cc1

=====

# 5
ORCA calculation (wB97M-V/def2-TZVPD) on C34H54N4P2Si2V as an isolated structure in a non-equilibrium geometry.

Element x y z (Å)
C 2.34529 2.19209 -5.54653
C 0.83234 -1.68651 -3.22036
H -0.36054 -3.38955 -2.79451
H -1.09628 3.28860 2.12652
P 1.48015 -0.18018 -2.44007
N 3.32690 -0.40911 -2.03446
H 0.37912 2.40726 -2.85796
H 2.83633 2.50029 -6.44814
C 1.48682 4.05954 0.36781
C 2.65030 1.86966 2.13353
H 6.37939 -3.82046 -0.72357
C -0.98513 -5.33352 0.03781
H -2.75482 0.91564 -2.61862
P -0.36926 -2.66459 -0.50585
C 4.80441 -2.94211 -1.84896
N 1.72219 0.96898 -3.74218
C 3.15394 -4.22373 0.17826
C 3.34167 -4.37209 -3.42096
H -0.51528 -0.61198 0.82366
C 3.01284 -5.32099 -2.24607
H 6.52039 0.56534 -1.90625
H -4.80084 -3.16620 -2.37462
H -1.51564 -5.34615 -0.90079
H 3.85448 -5.99468 -2.00731
C -2.93349 -2.48533 0.28850
H 3.04727 2.70078 2.74570
C -0.84903 -6.28629 1.04159
H 5.55950 -2.16440 -1.98586
H 2.45818 -4.23985 -4.05319
C 5.49720 0.26671 -1.71158
H 4.97291 -3.56783 1.13794
H -5.11580 -2.69877 0.31089
C -0.04855 -5.70066 2.08041
C 4.47071 0.11048 -2.64123
N -0.33958 -4.15730 0.44235
H 5.43867 -4.97916 -1.58813
C 3.78659 -3.03079 -2.94232
H 1.05295 3.95328 -4.98866
C 5.34025 -4.05227 -1.01330
H 1.55121 -2.09498 -3.95742
C 2.51276 0.96918 -4.89620
V 3.04830 -2.76447 -1.14455
C 2.45761 -4.67271 -1.01568
C -4.03481 -2.94756 -1.65221
H -1.08589 0.73823 -3.16467
Si -1.27523 1.46380 -0.73411
H -0.91413 3.72117 -1.78219
H 0.22628 -6.15150 3.02509
H -0.29999 -2.05072 1.84904
H 1.06545 -1.45316 0.82373
C -0.04442 -1.60213 0.87381
H 2.41873 1.03037 2.80916
H -2.44167 1.54390 1.48980
H -1.28975 -7.27059 1.04622
C -4.18550 -2.71265 -0.24197
H -2.16516 -2.89155 -2.89756
H -3.56478 1.13709 0.17883
C 4.96498 -0.05605 -0.43240
H 3.81526 -2.26897 -3.74247
H -0.66281 1.73883 2.88577
C 0.38727 -2.81719 -2.22456
C -2.55090 0.95054 0.57289
C 1.41291 2.96110 -4.78086
N -1.99997 -2.58209 -0.75973
H 2.21005 -6.00245 -2.58307
C 1.04800 2.20599 -3.68286
C -2.68562 -2.85413 -1.95159
C -1.64652 3.29070 -1.08951
C 0.50231 1.31188 -0.11015
H 1.43193 -5.01016 -0.80351
H -1.85308 -0.53536 -2.16257
H 1.91388 3.80837 -0.61912
H 4.50736 0.41807 -3.68070
H 0.11394 3.24541 3.41227
H 2.58255 -4.29450 1.10359
H 2.85654 -0.09911 0.09063
H 1.23561 -3.53554 -2.18810
H 4.92891 -5.22592 0.71491
Si 1.07941 2.40951 1.24206
H 0.83698 -3.65160 2.19698
C 4.61612 -4.24623 0.33205
C -1.75972 0.54852 -2.31837
C 3.61301 -0.52295 -0.57405
H -2.52073 -0.11591 0.83225
H -2.63799 3.39273 -1.55479
H 2.22925 4.66933 0.91345
H 3.45029 1.55003 1.44844
H 4.08896 -4.85864 -4.08085
H -1.65909 3.89090 -0.17064
C -0.26313 2.69954 2.52993
H 3.11288 0.10709 -5.13253
H -2.60079 -2.21508 1.28867
H 5.48218 0.05829 0.51186
H 1.35897 1.34975 -0.84755
C 0.27782 -4.41988 1.67185
H 0.60074 4.69676 0.20727
H -0.03841 -1.35991 -3.82039

Forces on atoms 1 to 6 (eV/Å):
-0.193 -1.136 1.062
-0.134 -0.371 -0.552
0.149 -0.326 -0.542
0.127 -0.149 0.032
1.901 0.032 0.068
-0.441 1.314 1.402

Properties
Molecular weight ... 687.9 g/mol
E_HOMO (spin up / spin down) ... -4.237 / -5.838 eV
Orbital gap (spin up / spin down) ... 4.381 / 4.898 eV
Calculated total energy ... -3752.26919 Eh
Energy above the lowest of the compared OMol25 structures with the same formula, charge and spin ... 172.9 kcal per mole
Spin multiplicity ... 4

=====

# 6
ORCA calculation (wB97M-V/def2-TZVPD) on one molecule with the formula C4H3FN2S in a non-equilibrium geometry.

Element x y z (Å)
C -1.90765 -0.12529 -0.11232
S 2.67026 -1.66639 0.39135
H 2.33732 0.76064 0.05976
H 0.61164 2.01311 -0.92930
H -3.06802 -0.66656 -0.30656
C 1.87411 -0.16267 0.29548
F -0.70125 -1.54195 1.49682
N 0.51275 0.04615 0.18377
N -1.48268 0.91687 -0.92995
C -0.09014 0.99596 -0.79569
C -0.75635 -0.56987 0.64662

Forces on atoms 1 to 6 (eV/Å):
0.916 -1.717 0.372
-1.587 3.038 0.287
1.031 0.672 -0.068
-2.293 -3.049 -0.303
3.977 1.903 1.215
0.298 -3.566 -0.413

Properties
Molecular weight ... 130.1 g/mol
E_HOMO ... -9.058 eV
Orbital gap ... 7.733 eV
Calculated total energy ... -761.64745 Eh
Energy above the lowest of the compared OMol25 structures with the same formula, charge and spin ... 91.4 kcal per mole
SMILES ... Fc1cncn1C=S